Below is a structure of composition C6H8OS, with properties calculated with the ωB97M-V functional and the def2-TZVPD basis.

XYZ file:
```
16
Properties=species:S:1:pos:R:3
C 2.132 -0.064 0.773
C 0.309 -0.137 -0.667
C -1.021 -0.814 -1.067
C -0.574 1.087 -0.272
C -1.495 0.449 0.762
C -1.766 -0.761 0.258
H 1.794 0.874 1.277
H 2.696 -0.694 1.487
H 2.823 0.253 -0.062
H 0.976 0.103 -1.535
H -1.033 -1.721 -1.663
H -0.170 2.083 -0.080
H -1.826 0.896 1.667
H -2.387 -1.547 0.666
O 1.034 -0.801 0.322
S -1.492 0.794 -1.867
```

Computed properties:
- Energy above the lowest of the compared OMol25 structures with the same formula, charge and spin: 2.393 eV
- HOMO level: -8.45 eV
- Charge: 0
- E: -19231.871 eV


Below is a cluster of 2 separate species, C6H8S3 in total, with properties calculated with the ωB97M-V functional and the def2-TZVPD basis.

XYZ file:
```
17
Properties=species:S:1:pos:R:3
C 0.261 -0.831 1.759
C 0.522 -0.394 0.668
C -2.854 -0.995 0.390
C -0.302 0.159 -1.509
C 1.870 1.342 -0.579
C 0.901 0.080 -0.677
S -3.114 0.483 0.635
S 0.041 -1.557 3.274
S -2.610 -2.479 0.056
H -0.639 -0.594 3.819
H -1.118 0.555 -1.035
H -0.616 -0.912 -1.615
H -0.160 0.842 -2.393
H 2.958 1.212 -0.284
H 1.334 1.993 0.108
H 1.933 1.883 -1.555
H 1.596 -0.785 -1.061
```

Computed properties:
- Energy above the lowest of the compared OMol25 structures with the same formula, charge and spin: 2.501 eV
- HOMO level: -8.67 eV
- Charge: 0
- E: -38854.662 eV


Below is the molecule C6H8Si, with properties calculated with the ωB97M-V functional and the def2-TZVPD basis.

XYZ file:
```
15
Properties=species:S:1:pos:R:3
C -1.552 -1.571 0.462
Si -0.504 0.026 0.087
C 1.311 -0.296 -0.420
C 2.499 0.637 -0.071
C 2.508 -0.479 0.560
C -1.372 1.452 -1.108
C -1.387 1.659 0.207
H -1.527 -2.111 -0.563
H -1.381 -2.231 1.286
H -2.552 -1.150 0.531
H 1.488 -1.064 -1.217
H 2.843 1.707 -0.231
H 3.007 -1.132 1.317
H -1.746 2.139 -1.830
H -1.636 2.413 0.992
```

Computed properties:
- Energy above the lowest of the compared OMol25 structures with the same formula, charge and spin: 3.979 eV
- HOMO level: -8.35 eV
- SMILES: C[Si]1(C2C=C2)C=C1
- Charge: 0
- E: -14223.670 eV


Below is a structure of composition C6H94FeO50, with properties calculated with the ωB97M-V functional and the def2-TZVPD basis.

XYZ file:
```
151
Properties=species:S:1:pos:R:3
Fe 40.468 -15.530 3.754
C 43.754 -15.553 8.061
C 42.597 -15.825 7.294
C 42.096 -14.737 6.253
O 41.105 -14.997 5.593
C 42.888 -13.525 6.095
C 44.064 -13.407 6.797
C 44.540 -14.490 7.797
O 45.646 -14.423 8.450
O 44.624 -12.229 6.673
O 41.930 -16.889 7.473
H 44.099 -16.316 8.743
H 42.504 -12.826 5.367
O 41.200 -13.608 2.950
H 41.308 -13.446 2.013
H 42.046 -13.374 3.332
O 47.968 -16.726 8.894
H 47.413 -16.254 8.272
H 47.779 -17.650 8.730
O 38.623 -14.756 3.917
H 38.536 -14.107 4.615
H 37.760 -15.166 3.863
O 41.641 -10.255 10.348
H 41.308 -11.076 9.985
H 42.447 -10.086 9.861
O 46.896 -13.268 13.005
H 46.380 -13.294 12.199
H 47.403 -12.459 12.940
O 47.356 -15.683 5.677
H 47.849 -16.029 4.933
H 48.023 -15.469 6.329
O 47.377 -15.724 11.486
H 47.491 -14.931 12.009
H 48.001 -15.629 10.767
O 45.737 -9.844 3.824
H 46.124 -10.547 4.345
H 44.808 -9.857 4.055
O 36.571 -16.206 6.039
H 36.451 -16.467 5.125
H 35.888 -15.553 6.193
O 38.471 -12.601 5.824
H 39.327 -12.184 5.726
H 38.370 -12.724 6.768
O 43.427 -16.940 12.120
H 44.344 -17.123 11.916
H 43.254 -16.094 11.708
O 45.169 -10.497 12.169
H 45.288 -11.436 12.026
H 46.052 -10.132 12.110
O 43.128 -19.136 10.139
H 42.805 -19.463 10.979
H 43.239 -18.195 10.275
O 45.738 -15.246 3.494
H 46.022 -15.320 4.405
H 45.968 -16.088 3.102
O 46.060 -17.889 12.267
H 46.565 -18.499 11.730
H 46.473 -17.038 12.118
O 43.640 -18.743 7.128
H 42.911 -18.142 7.276
H 43.867 -19.065 8.001
O 39.784 -17.367 4.273
H 40.106 -17.778 5.075
H 39.432 -18.092 3.756
O 42.228 -8.337 6.264
H 41.359 -8.106 6.594
H 42.825 -8.096 6.972
O 47.725 -12.920 7.092
H 47.011 -13.391 7.523
H 47.356 -12.641 6.254
O 48.995 -12.495 2.830
H 48.418 -12.526 3.593
H 48.827 -11.640 2.435
O 47.453 -8.117 6.582
H 46.586 -7.773 6.367
H 47.693 -8.655 5.827
O 38.935 -18.279 11.567
H 39.668 -17.669 11.488
H 38.744 -18.306 12.504
O 42.584 -8.190 3.546
H 41.647 -8.178 3.352
H 42.631 -8.143 4.501
O 50.321 -13.921 8.959
H 50.010 -14.814 9.104
H 50.181 -13.767 8.024
O 43.256 -7.711 8.662
H 43.577 -7.312 9.471
H 43.717 -8.548 8.608
O 47.501 -19.482 10.690
H 47.260 -19.323 9.777
H 47.328 -20.414 10.824
O 38.272 -13.165 8.603
H 37.364 -13.126 8.302
H 38.577 -14.031 8.332
O 42.439 -14.617 10.795
H 41.532 -14.330 10.906
H 42.476 -14.953 9.900
O 44.619 -13.054 11.169
H 43.767 -13.374 11.468
H 44.670 -13.329 10.253
O 39.907 -15.994 1.791
H 39.135 -15.926 1.230
H 40.644 -16.038 1.182
O 42.418 -16.194 3.091
H 43.303 -16.247 3.454
H 42.456 -16.715 2.289
O 37.350 -18.663 7.359
H 38.303 -18.598 7.297
H 37.026 -17.917 6.856
O 40.717 -17.169 9.809
H 41.400 -17.078 9.145
H 39.902 -17.216 9.309
O 48.131 -12.332 10.110
H 47.462 -12.205 9.438
H 48.784 -12.897 9.697
O 50.027 -13.677 6.010
H 50.360 -12.817 5.756
H 49.151 -13.503 6.356
O 44.208 -10.157 9.045
H 44.694 -10.617 9.729
H 44.687 -10.349 8.239
O 40.365 -18.817 6.414
H 40.827 -18.076 6.806
H 40.193 -19.408 7.147
O 38.702 -20.840 5.083
H 38.844 -21.651 5.571
H 39.471 -20.305 5.278
O 39.596 -15.042 10.820
H 38.830 -15.431 11.242
H 39.909 -15.719 10.221
O 42.260 -13.709 0.463
H 43.169 -14.007 0.435
H 42.145 -13.213 -0.347
O 42.448 -21.357 6.404
H 42.788 -20.470 6.288
H 42.805 -21.849 5.665
O 40.874 -10.992 5.992
H 41.449 -10.229 5.936
H 41.459 -11.717 6.214
O 38.264 -16.203 8.536
H 37.776 -16.113 9.355
H 37.607 -16.080 7.851
O 46.276 -12.640 4.375
H 45.572 -12.499 5.008
H 46.125 -13.524 4.040
O 42.370 -19.225 2.715
H 43.004 -19.482 3.384
H 42.889 -19.129 1.917
O 44.523 -19.136 4.439
H 44.408 -18.989 5.378
H 45.465 -19.046 4.296
```

Computed properties:
- Multiplicity: 5
- HOMO level (alpha / beta): -8.91 / -8.90 eV
- Charge: 0
- E: -144514.596 eV


> Look up the E of the fourth one.

-144514.596 eV